(1)
Below is C27H51CdN10S as an isolated structure in a non-equilibrium geometry, with properties calculated with ωB97M-V/def2-TZVPD.

Geometry as XYZ:
```
90
C27H51CdN10S ωB97M-V/def2-TZVPD
Cd 11.52589 12.98769 9.92640
N 11.65043 14.66924 11.77048
C 12.00497 14.10146 13.08892
C 13.13957 13.08460 12.89499
N 12.70707 11.98661 11.94817
H 12.43661 15.22846 11.40877
H 10.90663 15.34579 11.90687
H 11.18880 13.60875 13.57570
H 12.47377 14.80062 13.78782
H 13.39949 12.64374 13.87849
H 14.03418 13.60565 12.49320
H 12.13963 11.37587 12.55359
H 13.47573 11.38331 11.61985
N 9.55370 12.37498 10.94809
C 8.99363 11.11258 10.34792
C 10.19614 10.17444 9.99244
N 11.07747 10.80318 9.04814
H 9.88739 12.20851 11.93590
H 8.85813 13.10418 10.94190
H 8.39011 11.43764 9.46500
H 8.33077 10.70358 11.08882
H 9.73574 9.24145 9.57485
H 10.79645 9.99797 10.89981
H 10.61668 10.83303 8.15808
H 11.92070 10.16973 8.84920
C 9.88380 15.15214 7.82766
N 11.10527 14.44123 8.13237
C 12.19572 14.81485 7.59179
C 13.40162 14.27758 7.98559
C 14.67566 14.57468 7.48721
C 15.61317 13.96184 8.31982
C 14.84853 13.35473 9.34646
N 13.53911 13.51200 9.12261
C 9.20172 15.62359 9.14677
C 9.82034 16.66690 9.84173
C 9.30769 17.21428 10.99208
C 8.13386 16.70105 11.51003
C 7.48454 15.63484 10.88123
C 8.04837 15.06879 9.72237
H 9.14926 14.47149 7.37283
H 10.11115 15.97917 7.17290
H 12.22613 15.58282 6.77625
H 14.84729 15.19718 6.70137
H 16.70112 14.09943 8.26865
H 15.16095 12.82283 10.25165
H 10.73381 17.04463 9.43667
H 9.65888 18.12917 11.37761
H 7.64233 17.15456 12.33405
H 6.55126 15.23733 11.24483
H 7.42827 14.27691 9.24675
C 7.52018 10.29738 13.67584
N 8.58552 9.32777 13.48573
C 8.52762 8.34994 12.45241
C 9.80704 9.52109 14.11567
S 10.42846 11.05344 14.40126
N 10.48949 8.42825 14.45105
C 11.86282 8.50129 14.86306
C 9.80198 7.13755 14.72480
H 6.67134 10.20306 13.06802
H 7.91548 11.31436 13.56850
H 7.11336 10.18281 14.68334
H 7.74904 8.76449 11.78498
H 8.15575 7.38768 12.82080
H 9.42537 8.29115 11.88498
H 12.37971 9.19674 14.23095
H 12.32130 7.47129 14.81582
H 11.81687 8.85748 15.89956
H 8.78122 7.35299 14.99362
H 10.28645 6.67222 15.55704
H 9.85927 6.48556 13.86365
C 14.09169 10.37439 7.19820
C 15.52772 9.83258 7.06662
N 15.57022 8.43523 7.56838
C 14.58339 7.62974 6.98638
C 13.18799 8.12689 7.45113
N 13.32881 9.44695 8.07159
C 14.11275 9.29341 9.32378
C 15.37741 8.51426 9.01974
H 13.63994 10.39579 6.22364
H 14.01874 11.37911 7.62223
H 16.13017 10.41187 7.77593
H 15.91382 9.86114 6.05990
H 14.69639 6.57429 7.25090
H 14.67696 7.61500 5.92741
H 12.74927 7.45873 8.19280
H 12.48266 8.10391 6.60692
H 13.48030 8.87036 10.11358
H 14.27144 10.28082 9.69113
H 15.31569 7.46446 9.33497
H 16.25336 8.91167 9.56209
```

Output
Spin multiplicity ... 1
Relative energy (zero: lowest compared OMol25 entry of this formula, charge and spin) ... 0.1071 eV
E_HOMO ... -9.804 eV
Charge ... +1

Charge distribution, Mulliken scheme, values in e: Cd 3.814; N -0.554; C -0.706; C -0.563; N -0.375; H 0.266; H 0.021; H 0.366; H 0.447; H 0.427; H 0.350; H -0.518; H 0.205; N -0.382; C -0.625; C -0.159; N -0.488; H -0.154; H -0.009; H 0.405; H 0.272; H 0.567; H -0.020; H 0.248; H 0.270; C -1.349; N -0.510; C 0.165; C -0.167; C -1.125; C -1.033; C -0.826; N 0.277; C 0.601; C -0.162; C -1.037; C -0.407; C -0.431; C -0.488; H 0.355; H 0.558; H 0.290; H 0.722; H 0.445; H 0.426; H 0.454; H 0.471; H 0.495; H 0.442; H 0.359; C -1.102; N 0.187; C -1.365; C 0.192; S -0.395; N 0.167; C -1.053; C -1.257; H 0.444; H 0.342; H 0.326; H 0.488; H 0.332; H 0.505; H 0.263; H 0.403; H 0.386; H 0.408; H 0.546; H 0.295; C 0.341; C -0.782; N -0.146; C -0.760; C -0.740; N -0.591; C 0.110; C -0.879; H 0.547; H -0.724; H 0.358; H 0.346; H 0.364; H 0.300; H 0.370; H 0.400; H 0.418; H -0.341; H 0.288; H 0.380



(2)
Below is a 3-piece molecular cluster, C27H52O4Si overall in a non-equilibrium geometry, with properties calculated with ωB97M-V/def2-TZVPD.

Geometry as XYZ:
```
84
C27H52O4Si ωB97M-V/def2-TZVPD
C 4.36492 -4.18054 -0.37788
C 5.00273 -2.76269 -0.86805
O 4.03590 -1.90787 -1.52102
C 4.01524 -0.56769 -0.97315
C 3.84282 0.44111 -2.21704
O 3.48552 1.79726 -1.81665
C 2.01816 1.86521 -1.69958
C 1.71861 3.00966 -0.61554
O 0.32516 3.17048 -0.26903
C -0.29430 1.91950 0.13083
Si -1.94418 2.35357 1.00774
C -3.47540 1.40380 0.35849
C -3.31567 -0.19452 0.37006
O -2.38072 -0.79729 0.98035
C -4.46326 -1.01428 -0.42022
C -4.24079 -2.38809 -1.09656
C -5.46655 -3.01185 -1.85646
C -6.85633 -2.31501 -1.96330
C -7.07136 -0.94997 -1.25784
C -5.85666 -0.33450 -0.50106
H 4.91036 -5.08004 -0.85613
H 4.49451 -4.31979 0.75761
H 3.24585 -4.24061 -0.61087
H 5.80041 -3.04886 -1.65176
H 5.50319 -2.31222 0.05253
H 3.06075 -0.48956 -0.31823
H 4.93374 -0.28141 -0.36083
H 4.87656 0.53002 -2.72907
H 3.03368 0.10037 -2.96813
H 1.68072 0.81828 -1.39759
H 1.59373 2.15960 -2.72749
H 2.41575 2.90464 0.30449
H 2.04139 4.00652 -1.10898
H 0.34242 1.30451 0.86004
H -0.55013 1.32702 -0.81328
H -1.88619 2.26553 2.48081
H -2.20077 3.78814 0.72478
H -4.39428 1.68513 0.97928
H -3.65381 1.72494 -0.73294
H -3.23238 -2.91416 -1.06971
H -5.37652 -4.03138 -2.37733
H -7.74690 -2.74253 -2.54031
H -8.05399 -0.36603 -1.29691
H -6.04721 0.67676 0.00979
C 0.68410 -9.67106 -0.48744
C 0.59983 -8.19002 -0.83036
C 1.64823 -7.34271 -0.10743
C 1.54227 -7.33754 1.42000
C 0.19883 -6.86417 1.97731
C -0.12439 -5.42041 1.61919
H 0.49609 -9.85186 0.57359
H -0.06295 -10.23232 -1.05508
H 1.66974 -10.07315 -0.73718
H -0.40725 -7.81926 -0.61671
H 0.74643 -8.07489 -1.90958
H 1.58839 -6.31484 -0.48171
H 2.64666 -7.70282 -0.38242
H 2.33760 -6.69618 1.81927
H 1.74903 -8.34226 1.80505
H 0.22660 -6.95356 3.06926
H -0.61015 -7.51927 1.63756
H 0.64872 -4.74346 1.99264
H -1.07694 -5.12458 2.06726
H -0.21144 -5.28179 0.53876
C -0.62894 6.46999 -0.81286
C 0.55575 7.16203 -0.15319
C 0.51002 7.10942 1.37471
C -0.68824 7.81528 2.01542
C -0.83368 9.29736 1.66632
C 0.33929 10.14370 2.14014
H -1.57512 6.95078 -0.55168
H -0.52878 6.50789 -1.90119
H -0.68076 5.41987 -0.51488
H 0.61750 8.19810 -0.50029
H 1.47562 6.67102 -0.48877
H 1.43939 7.53505 1.76918
H 0.50321 6.06043 1.69360
H -0.60693 7.71396 3.10463
H -1.61157 7.29558 1.73647
H -1.74799 9.67559 2.13777
H -0.97034 9.42607 0.58758
H 0.46293 10.06701 3.22378
H 0.16967 11.19551 1.89341
H 1.27479 9.84035 1.66403
```

Output
Spin multiplicity ... 1
Relative energy (zero: lowest compared OMol25 entry of this formula, charge and spin) ... 3.9771 eV
Structure (SMILES) ... CCOCCOCCOC[SiH2]CC(=O)c1ccccc1.CCCCCC.CCCCCC
E_HOMO ... -9.206 eV

Charge distribution, Mulliken scheme, values in e: C -0.787; C -0.233; O -0.316; C -0.085; C -0.476; O -0.370; C -0.262; C -0.377; O -0.153; C -0.449; Si 0.355; C -0.734; C 0.513; O -0.571; C 0.455; C -0.414; C -0.370; C -0.355; C -0.444; C -0.193; H 0.298; H 0.284; H 0.138; H 0.200; H 0.277; H 0.094; H 0.254; H 0.295; H 0.274; H 0.393; H 0.114; H 0.240; H 0.141; H 0.266; H 0.256; H -0.184; H -0.200; H 0.350; H 0.362; H 0.387; H 0.292; H 0.303; H 0.318; H 0.092; C -1.223; C -0.503; C -0.243; C -0.720; C -0.376; C -1.123; H 0.288; H 0.377; H 0.292; H 0.271; H 0.376; H 0.048; H 0.373; H 0.339; H 0.321; H 0.342; H 0.258; H 0.287; H 0.373; H 0.249; C -0.888; C -0.452; C -0.569; C -0.686; C -0.380; C -1.201; H 0.349; H 0.369; H -0.019; H 0.342; H 0.314; H 0.341; H 0.273; H 0.386; H 0.273; H 0.381; H 0.230; H 0.290; H 0.378; H 0.285



(3)
Below is C27H52O5SiTa as an isolated structure in a non-equilibrium geometry, with properties calculated with ωB97M-V/def2-TZVPD.

Geometry as XYZ:
```
86
C27H52O5SiTa ωB97M-V/def2-TZVPD
C -7.18773 -11.04621 1.62240
C -6.04140 -11.78372 0.66267
O -4.65735 -11.35068 0.98468
C -4.43236 -9.94273 0.62227
C -3.16827 -9.79457 -0.45871
O -2.14575 -8.82115 0.03933
C -2.06986 -7.64382 -0.84570
C -1.03589 -6.46941 -0.27032
O -0.23485 -5.82516 -1.32276
C -0.29985 -4.35332 -1.25051
Ta 1.12215 -3.48944 0.40346
C -0.64607 -2.60470 1.61217
C 1.50396 -1.53205 -0.78334
C 1.01470 -0.15892 -0.03260
C 1.93242 1.14592 -0.51351
C 1.02158 2.18345 -1.39768
C 1.96012 3.36612 -2.07775
C 1.76390 4.78476 -1.26850
C 0.98713 5.95393 -2.16650
C 0.77918 7.25588 -1.15976
Si 1.27519 8.94518 -1.94281
C -0.37098 9.66553 -2.73589
C 2.55550 8.82366 -3.37837
C 1.78998 10.28068 -0.59713
C 3.05511 11.31702 -0.76635
C 3.31520 12.40916 0.44231
C 2.30062 12.44350 1.76202
C 1.04895 11.39110 1.95520
C 0.79682 10.30433 0.74824
C 2.63383 -2.91143 2.09764
C 2.26708 -3.90970 3.37840
O 2.88017 -3.48737 4.64894
C 2.22077 -4.25545 5.75204
O 0.95000 -4.04256 6.14637
H -8.12293 -11.78236 1.71246
H -6.80094 -10.86310 2.71220
H -7.47542 -10.02582 1.11324
H -6.34569 -11.62027 -0.45613
H -6.12803 -12.93608 0.89441
H -4.04563 -9.40272 1.61297
H -5.38345 -9.36385 0.26171
H -3.60572 -9.47655 -1.50909
H -2.73311 -10.87638 -0.59059
H -3.14304 -7.18002 -0.93240
H -1.71066 -8.03331 -1.91406
H -1.69249 -5.67023 0.28220
H -0.30219 -6.94745 0.53006
H -1.39973 -3.93913 -1.09688
H 0.05857 -3.93370 -2.29945
H 2.55014 -4.27141 -0.49914
H 0.89339 -5.11863 1.30582
H -0.31943 -2.09027 2.63546
H -1.27826 -1.84373 0.96328
H -1.38334 -3.48602 1.90271
H 1.03579 -1.54721 -1.86941
H 2.67227 -1.44734 -0.92749
H 1.12645 -0.23128 1.15271
H -0.09778 0.13087 -0.28893
H 2.37530 1.71374 0.43500
H 2.83347 0.72252 -1.13427
H 0.49540 1.60326 -2.28782
H 0.19384 2.66782 -0.72287
H 3.12035 3.09820 -2.07138
H 1.64308 3.56483 -3.19676
H 2.81379 5.26003 -0.96192
H 1.14696 4.65883 -0.27121
H -0.03858 5.53712 -2.54622
H 1.63162 6.19550 -3.11882
H 1.28245 7.01666 -0.12971
H -0.39372 7.30301 -0.94379
H -0.10794 10.75848 -3.12720
H -0.80810 8.96383 -3.56464
H -1.09952 9.83125 -1.81485
H 3.42482 8.06440 -3.17745
H 2.98759 9.89844 -3.57200
H 1.96410 8.46378 -4.33244
H 3.70239 11.23976 -1.75434
H 4.22302 13.16762 0.30849
H 2.47260 13.23370 2.60770
H 0.30777 11.38731 2.87725
H -0.11349 9.56203 0.88182
H 3.74427 -3.05578 1.71653
H 2.42625 -1.78425 2.36326
H 2.61396 -5.00733 3.15754
H 1.08264 -3.84519 3.48320
H 2.82294 -5.11141 6.29129
```

Output
Spin multiplicity ... 1
E_HOMO ... -4.617 eV
Charge ... -1

Charge distribution, Mulliken scheme, values in e: C -0.814; C -0.272; O -0.349; C -0.212; C -0.477; O -0.331; C -0.399; C -0.130; O -0.395; C -0.680; Ta 1.098; C -1.436; C -1.056; C -0.067; C -0.565; C -0.601; C -0.467; C -0.705; C -0.404; C -0.602; Si 0.244; C -0.942; C -1.000; C 0.370; C -0.222; C -0.357; C -0.303; C -0.416; C -0.253; C -0.767; C -0.366; O -0.320; C 0.208; O -0.495; H 0.301; H 0.233; H 0.237; H 0.248; H 0.272; H 0.231; H 0.194; H 0.286; H 0.274; H 0.216; H 0.229; H 0.098; H 0.236; H 0.309; H 0.200; H -0.156; H -0.126; H 0.263; H 0.322; H 0.296; H 0.125; H 0.322; H 0.091; H 0.275; H 0.180; H 0.322; H 0.243; H 0.270; H 0.324; H 0.333; H 0.220; H 0.315; H 0.231; H 0.216; H 0.437; H 0.256; H 0.265; H 0.275; H 0.275; H 0.300; H 0.277; H 0.276; H 0.133; H 0.254; H 0.267; H 0.268; H 0.222; H 0.318; H 0.203; H 0.244; H 0.286; H 0.299



E_LUMO readings, ordered: -1.808 -0.295 1.212 eV
Frontier orbital gap readings, ordered: 8.00 8.91 5.83 eV